[1]
The molecule C19H20N2O4S. Source: OMol25; level of theory: ωB97M-V/def2-TZVPD.

Last column: Löwdin charge in e.
Geometry (Å):
C: -1.56 -3.21 -2.19  -0.080
O: -0.94 -1.99 -1.90  -0.084
C: -1.61 -1.08 -1.14  -0.249
C: -2.87 -1.27 -0.61  -0.025
C: -3.47 -0.27 0.16  -0.015
C: -2.84 0.92 0.42  -0.214
O: -3.34 1.96 1.16  -0.090
C: -4.63 1.82 1.70  -0.082
C: -1.55 1.13 -0.12  -0.120
N: -0.89 2.30 0.10  0.198
C: 0.35 2.64 -0.38  -0.420
O: 0.83 3.73 -0.11  0.059
C: 1.00 1.60 -1.18  -0.132
C: 2.36 1.89 -1.74  -0.110
C: 3.37 2.23 -0.63  -0.161
N: 3.36 1.25 0.43  0.066
C: 3.92 0.03 0.30  -0.503
O: 4.61 -0.30 -0.64  0.072
C: 3.64 -0.90 1.49  -0.108
C: 2.22 -1.34 1.49  -0.517
C: 1.71 -2.50 0.99  -0.116
C: 0.31 -2.60 1.16  -0.181
C: -0.23 -1.52 1.77  -0.408
S: 0.96 -0.35 2.16  1.047
C: 0.37 0.42 -1.40  0.068
C: -0.93 0.14 -0.89  -0.087
H: -1.79 -3.78 -1.29  0.089
H: -2.48 -3.06 -2.77  0.099
H: -0.85 -3.77 -2.80  0.097
H: -3.41 -2.18 -0.78  0.104
H: -4.46 -0.47 0.56  0.107
H: -5.38 1.69 0.92  0.098
H: -4.68 0.99 2.41  0.097
H: -4.82 2.76 2.23  0.096
H: -1.37 3.00 0.67  0.164
H: 2.71 1.03 -2.30  0.116
H: 2.30 2.75 -2.41  0.127
H: 3.14 3.20 -0.20  0.112
H: 4.38 2.24 -1.06  0.124
H: 2.70 1.40 1.18  0.102
H: 4.30 -1.76 1.40  0.126
H: 3.88 -0.36 2.42  0.118
H: 2.31 -3.26 0.53  0.116
H: -0.26 -3.46 0.84  0.101
H: -1.25 -1.33 2.02  0.064
H: 0.85 -0.35 -1.98  0.134

Properties
**Energy relative to the best compared isomer or geometry (same formula, charge and spin)**: 45.4 kJ/mol
**Highest occupied orbital energy**: -0.299 hartree



[2]
The molecule C4H7NO2 in a non-equilibrium geometry. Source: OMol25; level of theory: ωB97M-V/def2-TZVPD.

Last column: Löwdin charge in e.
Geometry (Å):
C: -1.16 -1.12 0.05  -0.018
C: -0.63 0.29 -0.05  -0.336
N: -1.30 1.34 0.27  0.018
O: -2.58 1.00 0.71  -0.061
C: 0.71 0.55 -0.48  -0.095
C: 2.75 -0.25 -0.26  -0.020
O: 1.54 -0.47 -0.75  -0.097
H: -2.07 -1.22 -0.55  0.086
H: -0.42 -1.84 -0.28  0.078
H: -1.44 -1.33 1.09  0.089
H: -2.96 1.86 0.91  0.095
H: 1.15 1.54 -0.46  0.122
H: 3.59 -0.60 -0.85  0.067
H: 2.83 0.30 0.67  0.073

Properties
**Energy relative to the best compared isomer or geometry (same formula, charge and spin)**: 543.1 kJ/mol
**Highest occupied orbital energy (alpha / beta)**: -0.277 / -0.288 hartree



[3]
The molecule C4H6Br2O in a non-equilibrium geometry. Source: OMol25; level of theory: ωB97M-V/def2-TZVPD.

Last column: Löwdin charge in e.
Geometry (Å):
C: -0.99 -1.18 0.64  -0.177
C: -0.51 -0.05 -0.22  -0.870
Br: -1.54 -0.01 -1.91  0.708
C: -0.15 1.25 0.33  -0.122
C: 0.92 0.40 -0.26  -0.864
O: 1.49 0.88 -1.46  -0.118
Br: 2.21 -0.68 0.77  0.736
H: -0.84 -2.26 0.17  0.118
H: -2.04 -0.96 1.09  0.110
H: -0.37 -1.11 1.63  0.069
H: -0.38 2.13 -0.36  0.141
H: 0.03 1.47 1.39  0.123
H: 2.15 0.13 -1.80  0.146

Properties
**Energy relative to the best compared isomer or geometry (same formula, charge and spin)**: 155.3 kJ/mol
**Highest occupied orbital energy**: -0.360 hartree



[4]
A cluster of 3 separate species, C4H9NO3 in total in a non-equilibrium geometry. Source: OMol25; level of theory: ωB97M-V/def2-TZVPD.

Last column: Löwdin charge in e.
Geometry (Å):
C: 0.56 0.92 -0.74  0.213
C: 0.74 -0.14 0.17  -0.537
N: -0.28 -0.36 1.09  0.028
C: -1.69 -0.09 0.87  -0.197
C: -2.46 -0.93 -0.13  -0.300
O: -3.41 -0.37 -0.71  0.017
O: 1.81 -0.87 0.28  -0.041
H: -0.09 1.71 -0.52  0.067
H: 1.34 1.01 -1.47  0.071
H: -1.09 -0.64 -1.31  0.267
H: -0.11 -1.16 1.69  0.148
H: -2.18 -0.16 1.78  0.104
H: -1.86 0.91 0.57  0.104
H: -2.10 -1.96 -0.19  0.117
H: 3.13 0.03 -0.48  0.002
H: 4.06 1.26 -0.10  0.024
O: 3.61 0.83 -0.82  -0.086

Properties
**Energy relative to the best compared isomer or geometry (same formula, charge and spin)**: 617.9 kJ/mol
**Highest occupied orbital energy**: -0.354 hartree



[5]
The molecule C4H9NO2 in a non-equilibrium geometry. Source: OMol25; level of theory: ωB97M-V/def2-TZVPD.

Last column: Löwdin charge in e.
Geometry (Å):
C: -1.07 1.49 -0.24  -0.052
C: -0.25 0.29 0.25  -0.387
C: -0.99 -1.03 0.13  -0.257
O: -0.43 -2.05 0.90  -0.053
N: 0.99 0.22 -0.48  -0.008
C: 2.22 -0.35 -0.05  -0.291
O: 2.35 -1.30 0.69  0.054
H: -0.49 2.42 -0.20  0.081
H: -1.96 1.61 0.39  0.083
H: -1.40 1.33 -1.27  0.083
H: 0.02 0.44 1.31  0.161
H: -2.02 -0.89 0.47  0.120
H: -1.03 -1.28 -0.95  0.127
H: 0.54 -2.00 0.83  0.051
H: 0.97 0.39 -1.48  0.137
H: 2.54 0.70 -0.30  0.149

Properties
**Energy relative to the best compared isomer or geometry (same formula, charge and spin)**: 282.9 kJ/mol
**Highest occupied orbital energy**: -0.351 hartree



[6]
The molecule C10H12N2O in a non-equilibrium geometry. Source: OMol25; level of theory: ωB97M-V/def2-TZVPD.

Last column: Löwdin charge in e.
Geometry (Å):
C: 1.27 -0.56 1.72  -0.070
C: 2.00 -0.36 0.46  -0.242
C: 1.65 -1.02 -0.91  -0.211
C: 0.52 -1.91 -1.12  -0.061
C: -0.68 -1.74 -0.55  -0.028
C: -1.86 -1.89 -0.03  0.002
C: -2.77 -0.70 0.17  -0.387
O: -3.98 -0.77 0.41  0.052
N: -2.07 0.46 -0.15  -0.153
C: -2.77 1.67 -0.28  -0.033
N: -0.77 0.35 -0.12  0.023
C: 0.14 1.02 -0.66  -0.097
C: 1.45 0.49 -0.72  -0.167
H: 0.17 -0.72 1.59  0.082
H: 1.17 0.41 2.09  0.053
H: 1.83 -1.29 2.37  0.109
H: 3.13 -0.31 0.49  0.148
H: 2.56 -1.38 -1.43  0.139
H: 0.45 -2.22 -2.15  0.111
H: -2.29 -2.82 0.36  0.124
H: -2.70 2.22 0.80  0.150
H: -2.17 2.29 -1.06  0.104
H: -3.78 1.51 -0.66  0.085
H: -0.04 1.96 -1.06  0.095
H: 2.33 1.02 -1.27  0.169

Properties
**Energy relative to the best compared isomer or geometry (same formula, charge and spin)**: 605.5 kJ/mol
**Highest occupied orbital energy**: -0.289 hartree